1.
ORCA calculation (ωB97M-V/def2-TZVPD) on a 5-piece molecular cluster, C7H17BBrN4O15P overall.

Positions of all 46 atoms, in Å:
O -2.356 2.371 -5.787
P -3.795 2.444 -5.493
C -4.302 1.924 -3.758
Br -5.023 3.399 -2.761
O -5.250 0.863 -3.900
C -4.432 -0.237 -4.175
O -4.642 -1.030 -5.024
O -3.383 -0.180 -3.345
C -3.246 1.201 -2.894
O -1.981 1.666 -3.010
B -1.032 1.291 -2.059
O -1.348 0.664 -0.871
O 0.242 1.646 -2.348
H -4.363 3.723 -5.617
H -4.613 1.610 -6.268
H -3.638 1.183 -1.874
H -1.899 -0.119 -0.966
H 0.837 1.246 -1.699
C 0.416 1.144 2.218
N 1.724 1.134 1.512
O 2.737 1.198 2.169
O 1.689 1.061 0.299
H 0.602 1.210 3.279
H -0.138 2.003 1.852
H -0.092 0.221 1.965
C 2.315 -2.499 4.391
N 1.094 -1.841 4.932
O 0.631 -2.254 5.970
O 0.634 -0.918 4.285
H 2.606 -3.285 5.067
H 2.069 -2.891 3.409
H 3.082 -1.733 4.316
C 2.120 4.410 -1.939
N 1.695 4.566 -0.519
O 0.576 4.204 -0.215
O 2.504 5.045 0.245
H 1.303 3.967 -2.495
H 2.373 5.396 -2.315
H 2.992 3.763 -1.942
C 3.025 -7.444 3.727
N 3.058 -5.977 3.481
O 2.639 -5.566 2.421
O 3.506 -5.280 4.368
H 2.603 -7.926 2.854
H 4.047 -7.765 3.904
H 2.414 -7.609 4.609

Forces on atoms 1 to 3 (eV/Å):
0.05 -0.04 -0.09
0.59 0.38 -0.10
0.08 -0.36 0.32

Summary:
Lowest unoccupied orbital energy: -0.25 eV
E: -4564.54612 Eh
SMILES string: O=[PH2][C@@]1(Br)OC(=O)O[C@H]1OB(O)O.C[N+](=O)[O-].C[N+](=O)[O-].C[N+](=O)[O-].C[N+](=O)[O-]


2.
ORCA calculation (ωB97M-V/def2-TZVPD) on one molecule with the formula C7H17BN2 at a distorted geometry.

Positions of all 27 atoms, in Å:
C -3.488 0.853 -0.838
B -2.204 0.324 -0.008
N -1.082 0.081 0.518
C 0.249 -0.255 1.023
C 0.239 -1.753 1.175
C 0.656 0.434 2.382
C 0.945 0.178 -0.340
C 2.452 -0.230 -0.489
C 0.357 -0.533 -1.596
N 0.765 1.552 -0.466
H -3.588 0.849 -1.957
H -3.596 1.898 -0.612
H -4.170 0.169 -0.344
H 0.342 -1.998 0.065
H -0.874 -1.868 1.322
H 1.020 -2.431 1.601
H 1.721 0.457 2.593
H 0.129 -0.127 3.109
H 0.371 1.515 2.433
H 3.136 0.391 0.115
H 2.779 -0.007 -1.544
H 2.482 -1.295 -0.419
H 0.795 -0.074 -2.453
H -0.675 -0.240 -1.547
H 0.226 -1.599 -1.798
H 1.158 1.908 -1.320
H -0.147 1.804 -0.607

Forces on atoms 1 to 3 (eV/Å):
1.53 -1.03 0.30
1.29 0.79 -0.87
-2.42 0.33 1.92

Summary:
Lowest unoccupied orbital energy: 0.55 eV
E: -411.19905 Eh
SMILES string: C/B=N\C(C)(C)C(C)(C)N
Energy relative to the best compared isomer or geometry (same formula, charge and spin): 174.6 kJ/mol


3.
ORCA calculation (ωB97M-V/def2-TZVPD) on one molecule with the formula C7H17BN2O4 at a distorted geometry.

Positions of all 31 atoms, in Å:
C 1.469 -3.205 -0.387
C 1.488 -2.120 -1.551
C 0.224 -1.178 -1.387
C 0.207 -0.326 -2.590
O 0.419 -0.350 -0.268
B -0.717 0.239 0.285
O -1.968 -0.179 0.031
C -3.254 0.270 0.448
C -0.469 1.587 1.207
N -0.360 2.741 0.382
C 0.944 1.259 1.949
N 1.262 2.355 2.817
O 1.080 2.220 4.017
O 1.609 3.403 2.254
H 2.118 -2.954 0.491
H 2.133 -4.028 -0.695
H 0.498 -3.483 -0.202
H 1.228 -2.570 -2.437
H 2.347 -1.571 -1.536
H -0.714 -1.786 -1.170
H 1.106 -0.296 -3.190
H -0.718 -0.638 -3.214
H -0.165 0.709 -2.358
H -3.751 0.844 -0.331
H -3.461 0.730 1.444
H -3.833 -0.585 0.557
H -1.201 1.652 1.952
H 0.451 3.262 0.478
H -0.358 2.443 -0.590
H 0.689 0.358 2.518
H 1.695 1.196 1.077

Forces on atoms 1 to 3 (eV/Å):
4.55 1.23 -1.37
-4.27 -1.13 4.20
1.46 -1.83 0.75

Summary:
Lowest unoccupied orbital energy: 0.40 eV
E: -712.16119 Eh
SMILES string: CC[C@H](C)OB(OC)[C@H](N)C[N+](=O)[O-]
Energy relative to the best compared isomer or geometry (same formula, charge and spin): 567.1 kJ/mol


4.
ORCA calculation (ωB97M-V/def2-TZVPD) on C7H17F2NO5S3Si as an isolated structure at a distorted geometry.

Positions of all 36 atoms, in Å:
C 4.238 -0.548 0.565
C 4.901 -1.425 -0.199
S 4.142 -2.801 -1.009
C 2.528 -3.170 -0.273
C 1.567 -1.998 -0.505
O 0.278 -2.524 -0.435
Si -0.887 -1.348 -0.001
C -0.508 0.246 -0.871
C -2.597 -1.921 -0.425
C -0.785 -1.038 1.846
H 3.552 -0.833 1.355
H 4.400 0.516 0.421
H 5.965 -1.359 -0.407
H 4.887 -3.877 -0.661
H 2.184 -4.059 -0.805
H 2.644 -3.424 0.779
H 1.765 -1.519 -1.472
H 1.724 -1.268 0.293
H -1.317 0.922 -0.597
H 0.433 0.674 -0.515
H -0.432 0.147 -1.956
H -3.268 -1.172 0.004
H -2.786 -1.963 -1.497
H -2.842 -2.875 0.046
H -0.411 -1.907 2.392
H -1.792 -0.830 2.212
H -0.163 -0.169 2.064
N -2.339 4.721 -0.412
S -3.844 5.065 -0.835
O -4.604 5.704 0.187
O -4.471 4.066 -1.636
F -3.476 6.221 -1.844
S -2.146 3.624 0.675
O -0.810 3.614 1.190
O -2.746 2.345 0.413
F -2.987 4.165 1.913

Forces on atoms 1 to 3 (eV/Å):
0.06 -0.17 0.01
0.16 -0.03 0.66
0.15 -0.42 0.24

Summary:
Lowest unoccupied orbital energy: -2.66 eV
E: -2391.54530 Eh